No. 1
C4H4O4 | ωB97M-V/def2-TZVPD

ΔE to the lowest compared entry with this formula, charge and spin	9.509	eV

XYZ file:
```
12
Properties=species:S:1:pos:R:3:forces:R:3
O -2.3108 0.4402 -0.2707 2.01 -0.26 1.05
O 0.3290 1.6019 0.0569 -2.17 5.33 -4.93
O 0.4505 -1.5079 -1.7189 6.32 6.79 4.66
O 0.0295 -1.3554 1.7511 0.05 -1.48 0.43
C 0.2070 -0.2142 1.5565 0.44 1.81 1.43
C -1.2743 -0.2029 -0.2013 -2.29 -2.27 -5.01
C 1.1420 -0.4626 -0.9420 -2.83 -5.13 -3.99
C 0.1233 0.3161 -0.0530 1.25 -2.19 3.03
H -0.3378 2.1863 -1.0500 2.49 -2.17 4.46
H 2.5364 -0.0558 -0.9252 -4.57 -1.52 -0.34
H -1.1791 -1.2946 -0.7972 -0.66 2.26 2.49
H 0.2845 0.5489 2.5939 -0.05 -1.16 -3.28
```
Forces are in eV/Å.

---

No. 2
C4H4O4 | ωB97M-V/def2-TZVPD

ΔE to the lowest compared entry with this formula, charge and spin	5.233	eV

XYZ file:
```
12
Properties=species:S:1:pos:R:3:forces:R:3
O 0.9097 -1.1493 0.3824 -1.60 -1.37 2.93
O 0.5331 -0.3076 -1.4759 3.28 1.90 -1.13
O -0.6951 0.1009 1.3505 1.58 3.81 1.98
O -0.6788 1.2101 -0.5789 -2.97 1.28 0.18
C 0.0578 1.1096 0.5467 0.20 -4.01 -1.53
C 1.1396 0.0345 -0.2849 1.24 -1.08 3.58
C -0.6372 -0.1330 -0.8636 -5.27 -2.07 -3.36
C -0.5123 -0.9258 0.5491 1.88 1.00 -2.98
H 2.1083 0.1182 0.0218 3.36 1.46 -1.34
H 0.1372 2.0126 1.0140 1.04 2.09 1.51
H -1.0069 -1.7154 0.9613 -1.51 -2.61 0.01
H -1.3554 -0.3548 -1.6226 -1.23 -0.40 0.14
```
Forces are in eV/Å.

---

No. 3
C4H4O5Pd | ωB97M-V/def2-TZVPD

calculated total energy	-658.4471	Ha
spin multiplicity	3

XYZ file:
```
14
Properties=species:S:1:pos:R:3:forces:R:3
Pd 0.0247 2.1193 -0.9635 8.56 3.96 -0.13
O -1.1669 0.9542 -1.3634 -4.18 -2.59 -2.12
O 2.3163 0.5032 2.1805 0.08 -0.80 -1.51
O 1.0360 -0.7597 0.9362 -1.15 -0.82 -0.57
O 2.0751 1.0633 0.0409 -0.74 0.65 -1.99
O -1.6951 0.9583 0.9214 0.98 6.12 -2.58
C 1.9136 0.2993 1.0304 -0.36 1.90 3.03
C -1.1485 -0.7099 -0.3163 0.01 -3.27 -0.01
C -1.3495 1.8146 0.1008 -4.61 -6.14 6.16
C 0.3447 -1.0516 -0.2649 1.51 -0.24 -0.93
H 0.8766 -0.6346 -1.1317 -0.15 0.44 0.20
H -2.2279 -0.6520 -0.5416 0.45 1.25 -0.63
H 0.4714 -2.1339 -0.4107 -0.30 0.26 0.24
H -1.4705 -1.7704 -0.2181 -0.08 -0.70 0.83
```
Forces are in eV/Å.

---

No. 4
C4H4O5Sm | ωB97M-V/def2-TZVPD

ΔE to the lowest compared entry with this formula, charge and spin	2.614	eV
spin multiplicity	7

XYZ file:
```
14
Properties=species:S:1:pos:R:3:forces:R:3
Sm -2.2380 -2.0411 0.8502 1.97 0.67 -0.42
O 2.1833 -1.9971 -0.2858 -1.59 1.23 1.30
O 0.5055 -0.1402 0.4611 -0.26 -1.39 -0.14
O 1.1470 2.4878 0.5379 -1.11 -2.29 -1.00
O 2.0730 1.2163 2.1181 -1.25 -1.86 -1.49
O 0.1994 -2.6727 0.5165 -1.89 0.40 0.84
C -0.9075 0.0898 0.1314 0.57 -0.30 0.31
C -1.0344 0.5385 -1.3188 -0.04 0.01 -0.43
C 1.4231 1.4817 1.1372 2.08 3.32 2.31
C 1.1043 -1.8969 0.2259 1.52 0.66 -1.77
H -1.2245 0.9429 0.7574 0.11 -0.19 0.00
H -0.8104 -0.2677 -2.0360 -0.09 0.09 0.17
H -2.0621 0.8864 -1.5104 0.13 -0.10 -0.02
H -0.3588 1.3722 -1.5848 -0.16 -0.26 0.33
```
Forces are in eV/Å.

---

No. 5
C4H4O5Tl | ωB97M-V/def2-TZVPD

ΔE to the lowest compared entry with this formula, charge and spin	3.874	eV
total charge	-1

XYZ file:
```
14
Properties=species:S:1:pos:R:3:forces:R:3
Tl -1.2414 -1.3322 -0.2897 0.07 -1.97 -2.55
O 1.6955 1.3376 -0.4409 -0.11 0.66 -0.17
O 2.7992 0.0360 1.0140 -0.45 0.06 -0.56
O -2.6089 -1.8826 1.4982 -3.50 0.84 1.56
O -1.5884 0.0673 1.5688 -0.50 2.17 -2.78
O 1.2708 -0.8192 -0.3916 -0.14 -0.34 -0.31
C 0.4995 -0.3249 -1.6014 1.29 1.26 -0.63
C 0.4904 1.1387 -1.2637 0.31 0.04 0.04
C 1.9792 0.1678 0.1276 1.02 0.02 0.94
C -2.5470 -0.7047 1.9234 5.49 -1.79 4.06
H -0.3399 1.4643 -0.6164 0.11 -0.06 -0.14
H 1.2120 -0.4953 -2.4267 -0.20 0.00 0.08
H 0.5541 1.7975 -2.1373 -0.02 -0.15 0.17
H -2.1748 -0.4503 3.0358 -3.36 -0.74 0.30
```
Forces are in eV/Å.

---

No. 6
C4H4O5Yb | ωB97M-V/def2-TZVPD

ΔE to the lowest compared entry with this formula, charge and spin	0.000	eV
total charge	+3
spin multiplicity	2

XYZ file:
```
14
Properties=species:S:1:pos:R:3:forces:R:3
Yb 5.7671 0.1944 0.1138 -0.28 0.29 -0.02
O 3.2890 0.5310 -0.1671 0.67 -2.01 -1.40
O 1.5007 0.0328 -1.4728 0.11 -0.52 -2.93
O -0.6279 -1.2340 0.0611 2.39 0.73 -0.47
O 1.3740 -0.3552 0.6094 1.32 -0.25 -3.33
O -0.4212 0.9470 0.0345 2.20 -0.65 -0.32
C -1.8444 0.7494 0.2404 -1.34 0.20 -0.42
C 0.1660 -0.2093 0.0050 -5.82 -0.72 4.20
C 2.2342 -0.0245 -0.4710 1.39 3.01 5.00
C -2.0000 -0.7670 0.1321 -1.33 -0.04 -0.42
H -2.4553 -1.2245 1.0148 0.20 -0.05 -0.20
H -2.5142 -1.0897 -0.7778 0.13 -0.03 0.21
H -2.1036 1.1485 1.2253 0.29 0.09 -0.15
H -2.3645 1.3010 -0.5477 0.07 -0.06 0.23
```
Forces are in eV/Å.

---

No. 7
C4H4O6 | ωB97M-V/def2-TZVPD

ΔE to the lowest compared entry with this formula, charge and spin	4.502	eV
SMILES string	O=C(O)/C(O)=C(/O)C(=O)O

XYZ file:
```
14
Properties=species:S:1:pos:R:3:forces:R:3
O 0.8726 -0.6143 -1.5530 2.25 0.50 -0.70
O 2.4354 1.4976 -0.6065 -3.49 -0.83 2.15
O 0.7837 1.5859 1.3935 4.07 -1.54 -8.37
O -1.6216 -1.2839 -0.9235 -0.08 2.49 3.68
O -2.0099 -1.4095 1.7167 1.77 0.74 -6.23
O -1.2851 0.6743 2.2494 -0.91 -3.42 -4.53
C 0.3767 0.1761 -0.5193 -3.05 -2.58 -0.57
C 1.1909 1.1767 0.1722 -0.40 2.39 5.75
C -0.9980 -0.2222 -0.1848 3.67 0.29 1.00
C -1.4405 -0.2018 1.3475 -0.29 2.75 4.49
H -1.1940 -1.3018 -1.7378 1.41 -0.45 -2.53
H 1.8946 -0.6161 -1.8071 -3.27 0.83 1.38
H 2.8677 2.2628 -0.2001 -0.19 -0.12 0.32
H -1.8724 -1.7238 0.6527 -1.51 -1.05 4.16
```
Forces are in eV/Å.

---

No. 8
C4H4OS | ωB97M-V/def2-TZVPD

ΔE to the lowest compared entry with this formula, charge and spin	5.833	eV

XYZ file:
```
10
Properties=species:S:1:pos:R:3:forces:R:3
S 3.2503 -1.0456 1.9483 0.55 1.58 0.36
O 1.8106 -1.0834 1.1458 -1.44 -0.72 -1.01
C 1.3837 1.2517 0.8634 2.86 -2.58 1.79
C 2.4030 1.8336 1.5154 -0.39 -1.36 -0.38
C -0.1302 -0.5488 -0.0264 -0.92 1.50 -3.37
C 1.0762 -0.1692 0.6827 1.29 1.65 1.09
H -0.0459 -0.1603 -1.1678 -0.13 -0.36 2.55
H -1.0831 -0.0908 0.3743 1.10 -0.87 -0.28
H -0.0807 -1.5914 -0.2135 -0.74 -1.15 0.47
H 0.6665 1.8615 0.4988 -2.20 2.31 -1.22
```
Forces are in eV/Å.

---

No. 9
C4H4OS | ωB97M-V/def2-TZVPD

ΔE to the lowest compared entry with this formula, charge and spin	6.779	eV

XYZ file:
```
10
Properties=species:S:1:pos:R:3:forces:R:3
S 0.2665 -2.7533 -0.7812 1.08 -1.86 0.21
O -0.5076 -1.3612 -0.5489 0.90 1.79 0.50
C 2.2367 -0.4107 1.2669 -0.77 0.02 -0.51
C -0.0251 -0.2500 -0.0853 -1.51 1.12 -0.45
C -1.0259 0.8366 -0.4196 2.51 -2.53 0.52
C 1.1440 0.0057 0.6998 1.28 -1.55 0.28
H -0.5403 1.7266 -0.4843 0.98 2.82 -0.07
H 1.5524 0.9462 1.2989 -0.82 -0.16 -0.64
H -1.4357 0.5244 -1.3127 -1.22 -0.21 -1.86
H -1.6650 0.7357 0.3664 -2.44 0.55 2.03
```
Forces are in eV/Å.